[1]
ORCA calculation (ωB97M-V/def2-TZVPD) on 2 unconnected molecules or ions with the total composition C4H8N2O.

Summary:
gap between HOMO and LUMO (spin up / spin down): 8.3 / 8.3 eV
calculated total energy: -9301.752 eV
LUMO (spin up / spin down): 0.92 / 0.92 eV
energy above the lowest of the compared OMol25 structures with the same formula, charge and spin: 447.8 kJ/mol

```
! wB97M-V def2-TZVPD RIJCOSX def2/J DEFGRID3
* xyz 0 1
N 2.192 -1.176 -1.902
C 1.106 -1.211 -1.087
O 0.936 -2.033 -0.203
C 0.110 1.374 1.551
N -0.723 0.958 0.660
C -1.763 -0.046 0.504
C -1.389 0.987 -0.503
H 2.913 -1.874 -1.800
H 2.280 -0.478 -2.622
H 0.287 0.759 2.424
H 0.637 2.308 1.394
H -1.416 -1.072 0.369
H -2.581 0.082 1.220
H 0.377 -0.408 -1.303
H -1.937 1.854 -0.854
*
```

[2]
ORCA calculation (ωB97M-V/def2-TZVPD) on a gas-phase ion, C21H46BBr2N6O4P2 (charge +1) in a non-equilibrium geometry.

Summary:
gap between HOMO and LUMO: 5.1 eV
calculated total energy: -198970.400 eV
LUMO: -4.68 eV
SMILES: CCN[C@@]1(B(N)O)[C@@H]([C@H](Br)[C@@H](C)Br)[C@](CCCOC)(P(CC)CC)[N@H+](N(C(C)=O)C(C)=O)[C@@]1(N)[PH2]=N

```
! wB97M-V def2-TZVPD RIJCOSX def2/J DEFGRID3
* xyz 1 1
C 3.977 -3.116 2.732
C 3.761 -1.496 2.370
N 2.305 -1.208 2.226
C 1.813 -0.847 0.862
B 2.285 -2.002 -0.262
N 2.858 -1.696 -1.630
O 2.195 -3.467 0.080
C 0.142 -0.900 0.737
C -0.745 -1.423 1.985
Br -0.741 -0.249 3.635
C -0.426 -2.939 2.528
C -1.456 -3.174 3.826
Br -0.815 -4.416 1.246
C -0.381 0.355 -0.246
C -1.612 1.306 0.336
C -2.847 1.587 -0.687
C -3.678 2.889 -0.033
O -4.527 2.275 1.041
C -5.941 2.662 0.841
P -1.291 -0.635 -1.589
C -0.229 -1.342 -2.968
C -0.002 -2.997 -2.873
C -2.613 -1.824 -0.972
C -3.741 -1.966 -2.201
N 0.862 1.206 -0.632
N 1.104 1.455 -1.956
C 2.291 2.314 -2.275
C 2.792 3.673 -1.507
O 3.070 1.905 -3.317
C 0.004 2.295 -2.636
C -0.515 3.772 -2.204
O -0.551 1.760 -3.759
C 1.898 0.755 0.362
N 3.373 0.888 0.225
P 1.646 2.091 1.770
N 2.737 2.009 2.960
H 4.895 -3.586 2.180
H 4.204 -3.219 3.900
H 2.960 -3.684 2.565
H 4.477 -1.110 1.536
H 4.123 -0.945 3.367
H 2.067 -0.526 2.974
H 3.903 -1.757 -1.613
H 2.632 -0.737 -1.972
H 2.863 -3.928 -0.541
H 0.039 -1.827 -0.010
H -1.899 -1.442 1.676
H 0.646 -3.105 2.960
H -2.468 -2.626 3.614
H -1.703 -4.340 3.797
H -0.958 -2.917 4.853
H -1.238 2.377 0.708
H -2.131 0.848 1.310
H -3.677 0.729 -0.719
H -2.581 1.926 -1.766
H -4.316 3.386 -0.881
H -2.969 3.678 0.458
H -6.046 3.756 1.304
H -6.690 1.972 1.451
H -6.283 2.644 -0.281
H -0.835 -1.201 -3.988
H 0.818 -0.864 -3.159
H -0.047 -3.390 -1.769
H 1.037 -3.265 -3.393
H -0.846 -3.541 -3.487
H -2.139 -2.895 -0.880
H -3.240 -1.489 -0.035
H -3.821 -3.116 -2.501
H -3.397 -1.359 -3.170
H -4.825 -1.655 -1.850
H 0.668 2.194 -0.281
H 3.775 3.555 -0.879
H 1.914 4.199 -0.898
H 3.057 4.455 -2.370
H -1.681 3.879 -2.389
H -0.013 4.633 -2.855
H -0.250 4.002 -1.084
H 3.776 0.584 -0.682
H 3.755 1.831 0.453
H 0.277 2.101 2.252
H 1.857 3.365 1.117
H 3.307 2.909 2.965
*
```

[3]
ORCA calculation (ωB97M-V/def2-TZVPD) on a molecular structure, C17H26N2OTc in a non-equilibrium geometry.

Summary:
gap between HOMO and LUMO (spin up / spin down): 6.3 / 6.3 eV
calculated total energy: -25255.109 eV
LUMO (spin up / spin down): -9.37 / -9.27 eV

```
! wB97M-V def2-TZVPD RIJCOSX def2/J DEFGRID3
* xyz 2 4
C -0.782 1.211 1.292
C -0.672 -0.832 1.385
H 0.076 1.257 1.985
H -1.714 1.126 1.877
H -0.844 2.208 0.824
H -0.354 -1.890 1.302
H 0.381 -0.610 2.445
H -1.657 -0.914 1.876
C 0.484 2.625 -1.886
C 0.900 3.442 -2.941
C 1.145 2.876 -4.199
C 0.991 1.509 -4.367
H 0.272 3.004 -0.887
H 1.017 4.509 -2.756
H 1.453 3.505 -5.035
H 1.154 0.998 -5.319
N 0.331 1.283 -2.062
C 0.604 0.714 -3.276
C 0.463 -0.740 -3.299
N 0.090 -1.279 -2.100
C -0.051 -2.631 -1.960
C 0.546 -2.938 -4.282
C 0.183 -3.480 -3.042
H -0.349 -2.976 -0.974
H 0.068 -4.554 -2.888
C 0.682 -1.561 -4.412
H 0.952 -1.064 -5.351
H 0.719 -3.589 -5.135
Tc -0.481 0.038 -0.585
C -2.469 0.093 -0.987
H -2.813 -0.810 -1.532
H -2.740 0.960 -1.624
H -3.090 0.170 -0.073
C 1.274 -1.039 5.482
C 0.558 -0.169 4.453
C -0.937 -0.444 4.508
C 0.812 1.305 4.770
O 1.130 -0.486 3.181
H 0.915 -0.848 6.502
H 2.351 -0.844 5.445
H 1.106 -2.094 5.241
H -1.312 -0.248 5.518
H -1.479 0.190 3.798
H -1.141 -1.490 4.257
H 1.888 1.513 4.757
H 0.326 1.951 4.030
H 0.420 1.566 5.764
*
```

[4]
ORCA calculation (ωB97M-V/def2-TZVPD) on 2 unconnected molecules or ions with the total composition C6H16 in a non-equilibrium geometry.

Summary:
gap between HOMO and LUMO: 12.2 eV
calculated total energy: -6481.043 eV
LUMO: 1.13 eV
SMILES: CCC.CCC
energy above the lowest of the compared OMol25 structures with the same formula, charge and spin: 59.3 kJ/mol

```
! wB97M-V def2-TZVPD RIJCOSX def2/J DEFGRID3
* xyz 0 1
C -1.502 1.593 1.463
C -0.738 0.693 2.430
C -0.603 2.666 0.803
H -2.102 1.063 0.734
H -2.305 2.097 2.007
H -1.259 -0.232 2.674
H -0.929 3.663 1.105
H 0.402 2.556 1.202
H -0.621 1.220 3.384
H 0.260 0.480 2.061
H -0.604 2.573 -0.277
C 0.828 -2.135 -1.922
C -0.017 -0.860 -2.088
C 1.908 -2.039 -0.855
H 1.340 -2.398 -2.854
H 0.220 -3.022 -1.771
H -0.141 -0.724 -3.163
H -1.038 -1.076 -1.791
H 2.383 -3.006 -0.655
H 0.409 -0.015 -1.568
H 1.444 -1.821 0.114
H 2.662 -1.278 -1.031
*
```

[5]
ORCA calculation (ωB97M-V/def2-TZVPD) on 2 unconnected molecules or ions with the total composition C5H9N3 in a non-equilibrium geometry.

Summary:
gap between HOMO and LUMO: 9.2 eV
calculated total energy: -9798.666 eV
LUMO: 0.93 eV
SMILES: [H]/N=C1/CC=CN1.C=N
energy above the lowest of the compared OMol25 structures with the same formula, charge and spin: 270.2 kJ/mol

```
! wB97M-V def2-TZVPD RIJCOSX def2/J DEFGRID3
* xyz 0 1
C -1.809 -1.201 -0.492
C -2.413 -0.336 0.324
C -0.545 -0.580 -0.908
C -0.459 0.778 -0.093
C 2.923 -0.486 0.893
N -1.633 0.870 0.592
N 0.437 1.679 -0.158
N 2.482 -0.451 -0.284
H -2.269 -2.026 -0.920
H -3.420 -0.500 0.570
H 2.800 0.365 1.541
H 0.244 -1.337 -0.938
H 3.451 -1.337 1.132
H -1.851 1.795 0.890
H 0.486 2.466 0.469
H 2.266 0.447 -0.670
H -0.691 -0.146 -1.947
*
```

[6]
ORCA calculation (ωB97M-V/def2-TZVPD) on C6H7ClN2O4 in the gas phase in a non-equilibrium geometry.

Summary:
gap between HOMO and LUMO: 8.8 eV
calculated total energy: -30019.440 eV
LUMO: -1.02 eV
SMILES: COO[C@@]1([N+](=O)[O-])N=CC=C[C@@H]1Cl
energy above the lowest of the compared OMol25 structures with the same formula, charge and spin: 146.0 kJ/mol

```
! wB97M-V def2-TZVPD RIJCOSX def2/J DEFGRID3
* xyz 0 1
C -0.682 -1.965 -0.844
C 0.698 -1.993 -0.880
C -1.316 -1.206 0.295
C 1.444 -1.084 -0.070
C 0.654 0.055 0.545
C -1.508 2.438 -0.525
N -0.623 -0.325 0.950
N 1.378 0.869 1.543
O 2.608 0.850 1.469
O 0.669 1.505 2.318
O 0.509 1.100 -0.797
O -0.810 1.422 -1.228
Cl 1.946 -2.111 1.263
H -1.280 -2.696 -1.422
H 1.378 -2.624 -1.445
H -2.287 -1.531 0.622
H 2.299 -0.770 -0.562
H -2.184 2.662 -1.218
H -0.845 3.384 -0.296
H -2.049 2.019 0.281
*
```

[7]
ORCA calculation (ωB97M-V/def2-TZVPD) on C4H5NS in the gas phase in a non-equilibrium geometry.

Summary:
gap between HOMO and LUMO: 8.5 eV
calculated total energy: -16553.779 eV
LUMO: 0.78 eV
SMILES: Sc1ccc[nH]1
energy above the lowest of the compared OMol25 structures with the same formula, charge and spin: 27.6 kJ/mol

```
! wB97M-V def2-TZVPD RIJCOSX def2/J DEFGRID3
* xyz 0 1
C -0.790 -0.057 0.045
C 0.041 1.069 -0.047
C 1.365 0.574 -0.014
C 1.289 -0.811 -0.034
H -2.886 1.149 0.225
H -0.347 2.057 0.040
H 2.261 1.143 -0.133
H 2.016 -1.596 -0.139
H -0.369 -2.147 0.118
N -0.022 -1.181 0.002
S -2.557 -0.200 -0.062
*
```